1.
# C59H66GeN2O6PRbTe

A structure of composition C59H66GeN2O6PRbTe (the ωB97M-V functional and the def2-TZVPD basis, the OMol25 dataset).

- electronic energy (Eh) = -5559.0826
- total charge = -2
- energy relative to the best compared isomer or geometry (same formula, charge and spin) (eV) = 1.558
- highest occupied orbital energy (spin up / spin down) (Eh) = 0.0473 / 0.0475
- LUMO level (spin up / spin down) (eV) = 3.1 / 3.1
- HOMO-LUMO gap (spin up / spin down) (eV) = 1.777 / 1.773

Structure (XYZ):
```
137
Properties=species:S:1:pos:R:3:mulliken_charge:R:1
Rb -0.6856 -0.3361 -0.5801 1.73
C -0.1041 -4.4028 -4.1586 -1.29
C -1.5071 -4.2878 -3.5894 1.05
C -2.2334 -5.4389 -3.2769 -0.46
C -3.5167 -5.3643 -2.7510 -0.86
C -4.0858 -4.1115 -2.5611 -0.98
C -3.3989 -2.9335 -2.8649 1.64
C -4.0484 -1.5983 -2.5688 -1.03
C -2.0812 -3.0172 -3.3662 -1.34
N -1.2657 -1.8732 -3.5436 0.86
C -1.4921 -0.9660 -4.4408 0.93
C -2.4813 -1.1771 -5.5688 -2.01
C -0.7357 0.2945 -4.4093 0.55
C -1.0399 1.3448 -5.4562 -2.26
N 0.1579 0.4676 -3.4956 0.90
C 0.7739 1.7195 -3.2434 -1.17
C 0.0500 2.7674 -2.6420 2.09
C -1.4403 2.6540 -2.3581 -1.66
C 0.7197 3.9253 -2.2503 -0.84
C 2.0764 4.0920 -2.4662 -0.79
C 2.7787 3.0690 -3.0889 -0.48
C 2.1565 1.8815 -3.4663 1.41
C 2.9809 0.7713 -4.0920 -1.69
H -0.0283 -5.2796 -4.8062 0.47
H 0.6470 -4.5016 -3.3616 0.08
H 0.1713 -3.5143 -4.7353 0.18
H -1.7725 -6.4104 -3.4503 0.33
H -4.0688 -6.2638 -2.5033 0.42
H -5.0890 -4.0322 -2.1481 0.37
H -5.1338 -1.7194 -2.4976 0.44
H -3.8446 -0.8454 -3.3330 0.17
H -3.7091 -1.1753 -1.6137 0.17
H -3.0660 -2.0785 -5.3994 0.38
H -1.9583 -1.2879 -6.5252 0.46
H -3.1719 -0.3364 -5.6790 0.41
H -1.0193 0.9178 -6.4638 0.51
H -0.3089 2.1521 -5.4067 0.46
H -2.0357 1.7879 -5.3136 0.32
H -1.8432 1.6833 -2.6477 -0.11
H -1.9920 3.4191 -2.9114 0.42
H -1.6450 2.8039 -1.2954 0.42
H 0.1566 4.7020 -1.7398 0.43
H 2.5833 4.9904 -2.1294 0.33
H 3.8473 3.1783 -3.2695 0.26
H 3.6037 1.1593 -4.9063 0.46
H 2.3472 -0.0278 -4.4889 0.25
H 3.6564 0.3270 -3.3478 0.10
C -7.1844 4.6263 -0.3572 -0.96
O -6.5442 3.4150 -0.7286 -0.49
C -5.5450 2.9978 0.0875 1.28
C -5.2536 3.6866 1.2888 -1.26
C -4.2260 3.1896 2.0678 -0.77
C -3.4815 2.0506 1.7420 0.05
C -2.4153 1.5971 2.6661 0.69
C -2.0057 2.4765 3.8319 -1.40
O -1.8402 0.5389 2.5630 0.07
C -3.7676 1.3597 0.4898 -0.88
O -3.0961 0.3699 0.0903 0.20
C -4.8409 1.8956 -0.3075 -0.41
H -7.9129 4.8430 -1.1302 0.28
H -6.4805 5.4556 -0.2916 0.38
H -7.7024 4.5379 0.5975 0.35
H -5.7992 4.5673 1.5986 0.27
H -3.9938 3.7202 2.9868 0.29
H -1.7016 3.4721 3.4932 0.39
H -1.1694 1.9967 4.3328 -0.02
H -2.8348 2.5937 4.5392 0.42
H -5.0761 1.4046 -1.2501 0.40
C -0.2925 -4.9900 -0.2815 -0.30
O 0.8949 -4.4243 0.3074 -0.46
P 1.2595 -2.9178 -0.2139 0.22
O 2.6258 -2.7041 0.6166 -0.57
C 2.5708 -1.9762 1.8776 -0.62
O 1.8804 -3.3018 -1.6691 -0.53
C 2.1999 -2.1606 -2.5136 -0.70
H -0.5647 -5.8735 0.2876 0.43
H -0.1202 -5.2764 -1.3229 0.29
H -1.1291 -4.2818 -0.2643 -0.28
H 3.5893 -1.7034 2.1405 0.23
H 2.1585 -2.6192 2.6671 0.36
H 1.9811 -1.0629 1.7731 0.36
H 2.6923 -2.5439 -3.4071 0.35
H 2.8929 -1.4860 -1.9915 0.38
H 1.3024 -1.6018 -2.8010 0.28
C -3.0640 -4.2749 2.0537 -1.10
Te -2.8276 -2.1316 1.7240 0.12
C -1.0659 -2.5285 2.8817 0.17
C -1.4227 -3.6614 3.8315 0.57
C -0.8110 -3.8396 5.0726 -0.57
C -1.1993 -4.8823 5.9129 -0.65
C -2.2059 -5.7541 5.5101 -0.53
C -2.8173 -5.5826 4.2664 -0.74
C -2.4332 -4.5445 3.4152 0.58
H -2.5307 -4.8067 1.2636 0.24
H -4.1061 -4.5872 2.0164 0.52
H -0.7344 -1.6162 3.3820 0.33
H -0.2891 -2.8415 2.1836 -0.43
H -0.0330 -3.1452 5.3876 0.48
H -0.7250 -5.0036 6.8802 0.39
H -2.5218 -6.5581 6.1625 0.37
H -3.6106 -6.2583 3.9539 0.40
C 1.6367 1.1775 0.6117 1.08
Ge 3.1027 1.9164 1.5095 -0.60
C 2.9267 1.4896 3.4239 0.37
C 3.9155 1.7733 4.3799 0.10
C 3.7178 1.4704 5.7308 -0.72
C 2.5190 0.8814 6.1453 -0.74
C 1.5245 0.5988 5.2080 -0.41
C 1.7289 0.8994 3.8585 -0.27
C 3.3981 3.8859 1.5239 -0.09
C 2.3086 4.7206 1.8286 -0.54
C 2.4196 6.1124 1.7874 -0.60
C 3.6314 6.7091 1.4280 -0.39
C 4.7257 5.9017 1.1215 -0.61
C 4.6059 4.5048 1.1703 -0.13
C 4.8786 1.1930 0.9709 -0.30
C 5.6504 0.3149 1.7469 -0.01
C 6.7950 -0.3055 1.2298 -0.67
C 7.1970 -0.0540 -0.0779 -0.50
C 6.4463 0.8180 -0.8696 -0.55
C 5.3013 1.4274 -0.3524 -0.06
H 1.7263 1.4861 -0.4445 -1.88
H 4.8514 2.2429 4.0675 0.39
H 4.4939 1.6935 6.4582 0.34
H 2.3615 0.6471 7.1921 0.35
H 0.5906 0.1436 5.5259 0.47
H 0.9557 0.6764 3.1118 -0.08
H 1.3509 4.2681 2.0890 0.48
H 1.5587 6.7330 2.0239 0.36
H 3.7189 7.7910 1.3850 0.33
H 5.6730 6.3562 0.8405 0.36
H 5.4714 3.8910 0.9284 0.26
H 5.3517 0.1016 2.7740 0.33
H 7.3653 -0.9909 1.8475 0.36
H 8.0769 -0.5441 -0.4833 0.33
H 6.7445 1.0100 -1.8956 0.37
H 4.7032 2.0763 -0.9972 0.36
```


2.
# C22H52NSi2

A cluster of 2 separate species, C22H52NSi2 in total (the ωB97M-V functional and the def2-TZVPD basis, the OMol25 dataset).

- electronic energy (Eh) = -1502.9583
- total charge = +1
- highest occupied orbital energy (Eh) = -0.4143
- LUMO level (eV) = -2.2
- HOMO-LUMO gap (eV) = 9.124

Structure (XYZ):
```
77
Properties=species:S:1:pos:R:3:mulliken_charge:R:1
C 8.2157 0.4831 -0.7782 -1.11
C 8.5257 1.9275 -1.2011 -0.45
C 7.5160 2.4989 -2.1933 -1.19
C 6.0556 2.4308 -1.7395 0.10
C 5.6107 3.6344 -0.9008 -1.00
C 4.0897 3.8138 -0.8445 -0.16
C 3.4786 3.2939 0.4548 -0.72
C 1.9386 3.2251 0.4207 -0.76
Si 1.2537 1.4706 0.4647 0.36
Si 1.3646 0.5044 -1.6416 0.33
C 0.9302 1.8241 -2.9196 -1.23
C 0.2353 -1.0017 -1.8050 -0.90
C 3.1334 -0.0988 -1.8822 -0.84
H 9.1231 -0.1116 -0.7267 0.35
H 7.5567 0.0004 -1.4997 0.27
H 7.7211 0.4378 0.1889 0.28
H 8.5544 2.5704 -0.3220 0.30
H 9.5099 1.9428 -1.6635 0.39
H 7.6192 1.9806 -3.1479 0.36
H 7.7477 3.5457 -2.3961 0.40
H 5.4154 2.3693 -2.6215 0.36
H 5.8734 1.5227 -1.1632 0.06
H 5.9572 3.4992 0.1259 0.38
H 6.0903 4.5307 -1.2898 0.43
H 3.6127 3.3056 -1.6875 -0.06
H 3.8378 4.8700 -0.9457 0.38
H 3.7779 3.9696 1.2562 0.24
H 3.9346 2.3303 0.6964 0.40
H 1.5321 3.7716 1.2706 0.52
H 1.5754 3.7307 -0.4749 0.37
H -0.1708 1.5012 0.9208 -0.28
H 2.0189 0.6761 1.4623 -0.17
H 0.4294 1.3812 -3.7771 0.44
H 1.8311 2.3355 -3.2518 0.32
H 0.2803 2.5723 -2.4686 0.35
H 0.6477 -1.8186 -1.2136 0.32
H -0.8036 -0.8190 -1.5339 -0.04
H 0.2428 -1.3239 -2.8473 0.50
H 3.7389 0.7559 -2.1889 -0.07
H 3.5591 -0.4753 -0.9547 0.31
H 3.2145 -0.8529 -2.6624 0.52
C -7.5543 -2.5118 -0.2148 -1.15
C -6.4216 -1.6611 -0.7977 -0.31
C -5.0500 -2.3434 -0.7834 -0.82
C -4.5250 -2.9198 0.5256 -1.01
N -3.8316 -1.9527 1.4533 0.83
C -3.2433 -2.7014 2.6518 -0.78
C -1.7318 -2.6541 2.4822 -0.95
C -1.5218 -1.3221 1.7727 -0.52
C -2.6226 -1.3499 0.7367 -0.84
C -4.6934 -0.8098 1.9133 -0.98
C -5.9225 -1.0674 2.8207 -0.66
C -6.3348 -2.4677 3.2852 -1.22
H -7.6920 -2.3391 0.8528 0.17
H -8.5006 -2.2675 -0.6936 0.40
H -7.3777 -3.5787 -0.3665 0.30
H -6.3971 -0.6865 -0.3075 0.21
H -6.6445 -1.4453 -1.8435 0.48
H -4.3037 -1.6825 -1.2309 0.18
H -5.1164 -3.1981 -1.4613 0.48
H -3.7596 -3.6638 0.3010 0.59
H -5.3036 -3.4270 1.0881 0.70
H -3.5496 -2.1685 3.5466 0.48
H -3.6560 -3.7053 2.6703 0.40
H -1.3874 -3.4805 1.8576 0.33
H -1.2171 -2.7224 3.4376 0.44
H -0.5409 -1.2233 1.3128 0.22
H -1.6509 -0.4856 2.4621 0.32
H -2.3614 -2.0196 -0.0794 0.55
H -2.8973 -0.3794 0.3333 0.23
H -4.9922 -0.2890 1.0087 0.50
H -4.0059 -0.1430 2.4324 0.62
H -6.7790 -0.6146 2.3197 0.34
H -5.7734 -0.4666 3.7187 0.43
H -6.6225 -3.1309 2.4719 0.26
H -7.2160 -2.3634 3.9166 0.39
H -5.5774 -2.9625 3.8883 0.32
```